ORCA calculation (ωB97M-V with the def2-TZVPD basis set) on C5H8N2 in the gas phase.

Atoms and positions in Å:
H1 2.406 1.542 0.606
N1 2.100 1.166 -0.291
C1 1.559 0.030 -0.103
C2 1.123 -0.866 -1.211
C3 -0.138 -1.306 -1.330
C4 -1.143 -0.725 -0.411
N2 -0.713 0.220 0.308
C5 -1.390 1.008 1.283
H2 1.491 -0.470 0.875
H3 1.919 -1.201 -1.868
H4 -0.430 -2.046 -2.072
H5 -2.174 -1.106 -0.391
H6 -0.644 1.320 2.025
H7 -1.737 1.921 0.790
H8 -2.227 0.513 1.789

SMILES string	[H]/N=C/C=C\C=N\C
frontier orbital gap	9.4	eV
energy relative to the best compared isomer or geometry (same formula, charge and spin)	2.361	eV
HOMO level	-8.90	eV
charge	0

ORCA calculation (ωB97M-V with the def2-TZVPD basis set) on a molecular structure, C30H41CdN8O4S in a non-equilibrium geometry.

Atoms and positions in Å:
Cd1 -0.072 0.096 1.548
C1 -2.488 1.493 3.477
C2 -1.266 2.078 3.156
C3 -0.106 1.677 3.822
C4 -0.183 0.709 4.821
C5 -1.397 0.109 5.111
C6 -2.547 0.499 4.442
H1 -3.397 1.837 3.001
H2 -1.223 2.909 2.459
H3 0.834 2.183 3.630
H4 0.706 0.427 5.362
H5 -1.447 -0.651 5.878
H6 -3.496 0.048 4.694
C7 5.955 -3.540 -0.378
C8 4.865 -3.196 0.590
C9 3.893 -4.128 0.952
C10 2.900 -3.797 1.862
C11 2.877 -2.529 2.409
C12 3.816 -1.582 2.038
C13 4.805 -1.917 1.132
S1 1.630 -2.018 3.592
O1 2.119 -0.780 4.132
O2 1.322 -3.099 4.486
N1 0.356 -1.606 2.660
C14 -0.584 -2.419 2.153
C15 -0.761 -3.790 2.427
C16 -1.749 -4.473 1.761
C17 -2.580 -3.801 0.860
C18 -2.368 -2.451 0.673
N2 -1.389 -1.784 1.274
H7 6.361 -4.531 -0.193
H8 6.765 -2.820 -0.306
H9 5.569 -3.524 -1.398
H10 3.914 -5.122 0.527
H11 2.156 -4.516 2.175
H12 3.765 -0.605 2.491
H13 5.545 -1.184 0.848
H14 -0.131 -4.260 3.163
H15 -1.889 -5.530 1.930
H16 -3.373 -4.313 0.340
H17 -2.985 -1.861 0.005
N3 1.479 -1.015 -0.068
C19 1.615 -0.167 -1.246
C20 3.032 -0.305 -1.844
C21 3.386 0.554 -3.062
C22 2.465 0.359 -4.267
N4 1.213 1.031 -3.999
C23 0.074 0.855 -4.607
N5 -0.079 0.045 -5.667
N6 -0.994 1.513 -4.126
C24 1.277 1.291 -0.801
O3 1.053 2.133 -1.703
O4 1.223 1.526 0.415
H18 2.262 -0.826 0.561
H19 1.531 -2.003 -0.310
H20 0.862 -0.478 -1.983
H21 3.170 -1.359 -2.108
H22 3.749 -0.074 -1.052
H23 4.404 0.304 -3.370
H24 3.383 1.609 -2.784
H25 2.303 -0.711 -4.455
H26 2.942 0.805 -5.149
H27 1.186 1.593 -3.063
H28 0.718 -0.390 -6.096
H29 -0.956 -0.020 -6.150
H30 -0.859 2.108 -3.326
H31 -1.889 1.482 -4.578
N7 -1.702 1.137 0.263
C25 -2.282 1.959 -0.305
N8 -2.919 2.850 -0.990
C26 -3.839 2.463 -2.046
C27 -5.279 2.808 -1.663
C28 -5.379 4.287 -1.296
C29 -4.414 4.599 -0.155
C30 -2.988 4.242 -0.573
H32 -3.733 1.392 -2.229
H33 -3.562 3.014 -2.954
H34 -5.587 2.198 -0.812
H35 -5.938 2.572 -2.500
H36 -6.401 4.530 -1.005
H37 -5.126 4.897 -2.165
H38 -4.694 4.022 0.728
H39 -4.460 5.656 0.108
H40 -2.284 4.404 0.243
H41 -2.685 4.865 -1.423

frontier orbital gap	7.8	eV
energy relative to the best compared isomer or geometry (same formula, charge and spin)	0.876	eV
HOMO level	-10.13	eV
charge	+1

ORCA calculation (ωB97M-V with the def2-TZVPD basis set) on 14 unconnected molecules or ions with the total composition C76H82F10O8 in a non-equilibrium geometry.

Atoms and positions in Å:
F1 3.371 -4.726 -5.223
C1 3.213 -3.550 -5.829
C2 3.366 -2.443 -5.049
C3 3.170 -1.182 -5.593
C4 2.877 -1.077 -6.984
C5 2.693 -2.222 -7.728
C6 2.784 -3.485 -7.141
H1 3.575 -2.534 -4.003
H2 3.322 -0.332 -4.964
H3 2.801 -0.080 -7.409
H4 2.472 -2.229 -8.791
H5 2.712 -4.436 -7.681
F2 -2.579 1.967 -2.372
C7 -2.916 2.895 -1.427
C8 -1.844 3.500 -0.825
C9 -2.097 4.541 0.097
C10 -3.403 4.882 0.330
C11 -4.482 4.262 -0.361
C12 -4.269 3.232 -1.208
H6 -0.801 3.196 -1.043
H7 -1.272 5.088 0.483
H8 -3.619 5.680 0.988
H9 -5.471 4.689 -0.179
H10 -5.015 2.758 -1.820
F3 6.639 -4.532 -0.700
C13 5.363 -5.051 -0.859
C14 4.594 -4.865 -1.967
C15 3.352 -5.385 -2.006
C16 2.739 -5.968 -0.892
C17 3.518 -6.135 0.291
C18 4.834 -5.597 0.247
H11 5.076 -4.329 -2.761
H12 2.731 -5.361 -2.889
H13 1.798 -6.430 -0.941
H14 3.041 -6.632 1.101
H15 5.474 -5.754 1.053
F4 -0.405 -1.350 1.131
C19 0.017 -1.222 -0.161
C20 1.080 -2.037 -0.562
C21 1.635 -1.858 -1.841
C22 1.112 -0.870 -2.666
C23 0.093 -0.017 -2.208
C24 -0.476 -0.176 -0.930
H16 1.443 -2.812 0.047
H17 2.444 -2.564 -2.054
H18 1.489 -0.751 -3.670
H19 -0.200 0.789 -2.833
H20 -1.210 0.515 -0.510
F5 3.086 2.932 -5.547
C25 1.801 3.374 -5.534
C26 0.820 2.460 -5.808
C27 -0.507 2.941 -5.722
C28 -0.802 4.218 -5.398
C29 0.216 5.128 -5.060
C30 1.511 4.644 -5.198
H21 1.026 1.447 -6.221
H22 -1.299 2.221 -6.093
H23 -1.864 4.468 -5.239
H24 0.013 6.134 -4.881
H25 2.409 5.147 -4.838
F6 -0.080 3.489 4.949
C31 0.474 4.549 4.345
C32 1.025 5.617 5.136
C33 1.710 6.644 4.544
C34 1.764 6.677 3.182
C35 1.109 5.716 2.433
C36 0.506 4.579 2.953
H26 0.822 5.573 6.232
H27 2.157 7.389 5.211
H28 2.130 7.547 2.755
H29 1.046 5.859 1.380
H30 0.149 3.756 2.328
F7 2.668 1.227 2.903
C37 3.886 0.627 2.917
C38 4.793 0.969 3.948
C39 6.064 0.449 3.902
C40 6.472 -0.343 2.844
C41 5.526 -0.576 1.842
C42 4.245 -0.076 1.854
H31 4.422 1.463 4.843
H32 6.815 0.667 4.670
H33 7.473 -0.728 2.782
H34 5.830 -1.153 0.961
H35 3.565 -0.369 1.103
F8 3.982 5.931 1.296
C43 3.216 5.289 0.284
C44 2.650 6.075 -0.720
C45 1.908 5.449 -1.673
C46 1.714 4.097 -1.607
C47 2.222 3.326 -0.545
C48 3.033 3.953 0.399
H36 2.861 7.124 -0.673
H37 1.465 5.988 -2.478
H38 1.112 3.644 -2.438
H39 2.002 2.279 -0.482
H40 3.491 3.392 1.182
F9 4.671 -2.029 -1.404
C49 5.411 -0.928 -1.628
C50 4.828 0.274 -1.650
C51 5.573 1.424 -1.760
C52 6.864 1.288 -2.216
C53 7.550 0.087 -2.166
C54 6.786 -1.048 -1.855
H41 3.786 0.373 -1.434
H42 5.167 2.393 -1.633
H43 7.361 2.248 -2.463
H44 8.550 -0.064 -2.577
H45 7.246 -2.018 -1.956
F10 -5.834 -3.262 2.795
C55 -5.522 -2.540 1.686
C56 -4.169 -2.248 1.447
C57 -3.850 -1.646 0.247
C58 -4.787 -1.210 -0.640
C59 -6.123 -1.313 -0.299
C60 -6.488 -1.965 0.919
H46 -3.481 -2.609 2.222
H47 -2.758 -1.572 0.005
H48 -4.474 -0.745 -1.574
H49 -6.897 -0.959 -0.976
H50 -7.526 -2.252 1.063
O1 -2.109 -4.295 -1.677
C61 -2.532 -3.975 -2.763
O2 -3.561 -4.617 -3.309
C62 -4.220 -5.661 -2.552
C63 -5.163 -5.044 -1.580
C64 -1.917 -2.815 -3.511
H51 -3.476 -6.248 -2.085
H52 -4.659 -6.303 -3.317
H53 -4.716 -4.303 -0.927
H54 -5.586 -5.825 -0.953
H55 -6.056 -4.564 -2.019
H56 -0.945 -3.222 -3.810
H57 -1.689 -1.997 -2.819
H58 -2.549 -2.697 -4.341
O3 -5.117 0.662 6.495
C65 -5.254 -0.199 5.693
O4 -4.208 -0.758 5.026
C66 -2.891 -0.255 5.339
C67 -1.864 -0.928 4.381
C68 -6.600 -0.803 5.236
H59 -2.739 -0.343 6.429
H60 -2.957 0.840 5.181
H61 -0.809 -0.732 4.733
H62 -1.991 -0.549 3.395
H63 -1.969 -2.024 4.363
H64 -7.309 -0.640 6.044
H65 -6.632 -1.870 4.874
H66 -7.056 -0.212 4.415
O5 1.539 -5.987 2.870
C69 0.937 -4.970 2.529
O6 1.315 -3.705 2.751
C70 2.357 -3.349 3.736
C71 1.774 -2.003 4.357
C72 -0.421 -4.982 1.801
H67 3.179 -3.180 3.119
H68 2.481 -4.194 4.414
H69 0.941 -2.092 5.066
H70 1.403 -1.416 3.531
H71 2.641 -1.452 4.754
H72 -1.037 -5.727 2.316
H73 -0.463 -5.381 0.807
H74 -0.852 -3.993 1.820
O7 -7.301 3.084 1.738
C73 -7.252 2.565 2.840
O8 -6.356 1.590 3.057
C74 -5.364 1.320 2.089
C75 -4.143 2.181 2.287
C76 -8.221 2.744 4.023
H75 -5.713 1.372 1.047
H76 -5.220 0.179 2.203
H77 -4.367 3.209 2.374
H78 -3.420 2.220 1.477
H79 -3.605 2.011 3.224
H80 -7.827 3.374 4.847
H81 -8.581 1.842 4.477
H82 -9.141 3.224 3.642

frontier orbital gap	9.5	eV
HOMO level	-9.01	eV
charge	0

ORCA calculation (ωB97M-V with the def2-TZVPD basis set) on a molecular structure, C9H25ClGaI2NOP2 in a non-equilibrium geometry.

Atoms and positions in Å:
I1 1.016 -1.293 -2.129
I2 -0.928 1.022 2.355
Ga1 -0.036 0.120 -0.067
P1 2.193 1.169 0.379
C1 3.218 0.004 1.330
C2 3.140 1.560 -1.122
H1 4.017 2.164 -0.849
H2 3.114 3.170 1.372
H3 2.492 2.120 -1.807
H4 1.383 3.366 0.915
H5 3.344 -0.922 0.753
H6 3.446 0.628 -1.615
C3 2.123 2.694 1.366
H7 4.197 0.464 1.531
H8 1.799 2.455 2.386
H9 2.712 -0.233 2.276
P2 -2.331 -0.574 -0.728
C4 -2.755 -2.255 -0.175
C5 -3.640 0.496 -0.057
H10 -2.226 0.327 -2.955
H11 -3.659 -0.743 -2.737
H12 -2.006 -1.440 -2.959
C6 -2.586 -0.615 -2.528
H13 -3.387 1.539 -0.278
H14 -4.601 0.230 -0.522
H15 -3.754 -2.514 -0.554
H16 -2.757 -2.302 0.923
H17 -3.690 0.374 1.032
H18 -2.012 -2.962 -0.568
Cl1 -0.479 2.060 -1.189
C7 1.779 -3.947 1.690
N1 0.573 -3.430 2.341
C8 -0.028 -4.197 3.424
C9 0.012 -2.312 1.903
O1 0.548 -1.657 0.955
H19 2.016 -4.887 2.199
H20 2.606 -3.238 1.806
H21 1.591 -4.127 0.626
H22 -0.096 -3.592 4.343
H23 -1.048 -4.521 3.159
H24 0.599 -5.072 3.603
H25 -0.923 -1.986 2.398

frontier orbital gap (alpha / beta)	4.8 / 4.9	eV
energy relative to the best compared isomer or geometry (same formula, charge and spin)	0.000	eV
HOMO level (alpha / beta)	-15.72 / -15.75	eV
charge	+2

ORCA calculation (ωB97M-V with the def2-TZVPD basis set) on a molecular structure, C30H48BaBrN3P2 in a non-equilibrium geometry.

Atoms and positions in Å:
N1 6.518 -3.346 -0.029
C1 5.591 -4.307 -0.041
C2 4.312 -4.129 -0.612
C3 4.009 -2.893 -1.245
C4 5.000 -1.888 -1.174
C5 6.247 -2.176 -0.603
C6 2.778 -2.721 -2.022
Ba1 0.128 -2.900 -1.685
P1 -3.403 -0.157 -2.919
C7 2.253 -1.458 -2.328
C8 2.164 -0.336 -1.403
C9 1.763 0.946 -1.878
C10 1.336 1.930 -1.016
C11 1.007 1.601 0.328
C12 1.669 0.453 0.852
C13 2.260 -0.471 0.001
Br1 -1.591 1.373 0.206
H1 2.485 -3.596 -2.642
H2 1.837 -1.274 -3.336
H3 3.565 -4.936 -0.545
H4 4.820 -0.901 -1.587
H5 5.854 -5.271 0.421
H6 7.040 -1.422 -0.607
H7 1.810 1.127 -2.953
H8 2.790 -1.335 0.429
H9 1.166 2.941 -1.378
H10 1.640 0.268 1.929
P2 0.349 2.900 1.484
C14 -2.361 -1.624 -2.891
C15 -2.835 -2.503 -4.050
H11 -2.461 -2.139 -1.907
H12 -1.340 -1.204 -3.063
H13 -2.422 -3.516 -4.018
H14 -3.928 -2.587 -4.061
H15 -2.544 -2.045 -4.999
C16 -2.202 1.210 -3.133
C17 -2.984 2.480 -3.483
H16 -1.534 0.932 -3.963
H17 -1.594 1.315 -2.207
H18 -2.323 3.240 -3.912
H19 -3.755 2.269 -4.236
H20 -3.473 2.903 -2.599
C18 -4.105 -0.077 -1.208
C19 -5.629 -0.159 -1.300
H21 -3.763 0.848 -0.705
H22 -3.681 -0.904 -0.614
H23 -6.081 0.120 -0.344
H24 -6.025 0.499 -2.081
H25 -5.941 -1.180 -1.543
C20 -0.715 2.299 2.870
C21 -1.550 3.339 3.602
H26 -0.102 1.723 3.580
H27 -1.425 1.570 2.424
H28 -0.956 3.869 4.356
H29 -2.017 4.069 2.926
H30 -2.367 2.819 4.125
C22 -0.526 4.178 0.502
C23 0.258 5.280 -0.189
H31 -1.280 4.619 1.165
H32 -1.089 3.612 -0.262
H33 0.595 6.040 0.521
H34 1.124 4.911 -0.747
H35 -0.404 5.770 -0.911
C24 1.766 3.741 2.260
C25 2.300 3.052 3.516
H36 1.425 4.764 2.470
H37 2.541 3.804 1.483
H38 2.915 2.187 3.245
H39 2.928 3.759 4.073
H40 1.502 2.713 4.190
C26 -2.934 -2.531 3.222
C27 -1.641 -2.719 2.544
C28 -0.388 -3.050 3.060
C29 0.491 -3.174 1.979
N2 -0.181 -2.886 0.821
N3 -1.477 -2.611 1.215
C30 1.931 -3.476 1.942
H41 -3.652 -3.321 2.945
H42 -2.775 -2.592 4.307
H43 -3.371 -1.547 3.010
H44 -0.155 -3.140 4.113
H45 -2.174 -2.319 0.530
H46 2.229 -4.261 2.653
H47 2.240 -3.815 0.942
H48 2.518 -2.580 2.190

frontier orbital gap (alpha / beta)	5.5 / 5.5	eV
energy relative to the best compared isomer or geometry (same formula, charge and spin)	0.269	eV
HOMO level (alpha / beta)	-12.56 / -12.56	eV
charge	+2

ORCA calculation (ωB97M-V with the def2-TZVPD basis set) on a gas-phase ion, C3H2N (charge +1) in a non-equilibrium geometry.

Atoms and positions in Å:
C1 1.829 0.000 0.000
C2 0.621 0.000 0.000
N1 -0.659 0.000 0.000
C3 -1.808 0.000 0.000
H1 2.889 0.000 0.000
H2 -2.872 0.001 0.000

SMILES string	C#C[N+]#C
frontier orbital gap	10.6	eV
energy relative to the best compared isomer or geometry (same formula, charge and spin)	0.000	eV
HOMO level	-16.72	eV
charge	+1

ORCA calculation (ωB97M-V with the def2-TZVPD basis set) on a molecular structure, C24H14ClN6O5Pt.

Atoms and positions in Å:
Pt1 0.961 1.550 -0.401
C1 -2.831 3.814 0.665
C2 -1.609 3.466 0.104
N1 -1.177 2.212 0.162
C3 -1.934 1.299 0.773
C4 -3.139 1.676 1.350
N2 -3.586 2.924 1.296
C5 -1.404 -0.082 0.791
C6 -2.101 -1.155 1.313
C7 -1.519 -2.417 1.309
C8 -0.233 -2.541 0.793
C9 0.414 -1.431 0.279
N3 -0.186 -0.235 0.263
C10 1.785 -1.481 -0.283
C11 2.572 -2.624 -0.257
N4 3.792 -2.658 -0.778
C12 4.244 -1.540 -1.326
C13 3.487 -0.375 -1.342
N5 2.263 -0.356 -0.826
C14 -2.244 -3.594 1.836
C15 -3.003 -3.505 2.994
C16 -3.661 -4.640 3.446
N6 -3.614 -5.812 2.817
C17 -2.892 -5.888 1.702
C18 -2.186 -4.815 1.176
H1 -3.201 4.830 0.606
H2 -0.987 4.186 -0.405
H3 -3.760 0.963 1.875
H4 -3.103 -1.029 1.697
H5 0.256 -3.503 0.811
H6 2.219 -3.538 0.202
H7 5.236 -1.562 -1.758
H8 3.871 0.546 -1.753
H9 -3.063 -2.582 3.559
H10 -4.251 -4.607 4.354
H11 -2.879 -6.850 1.203
H12 -1.630 -4.927 0.253
O1 2.702 4.584 -5.737
C19 2.419 4.197 -4.649
C20 3.392 3.609 -3.602
O2 4.587 3.597 -3.650
C21 2.519 3.065 -2.510
C22 1.148 3.374 -2.758
O3 0.246 2.999 -1.968
C23 0.996 4.128 -4.046
O4 -0.010 4.566 -4.519
O5 2.845 2.393 -1.509
Cl1 2.625 1.151 2.190
C24 1.878 2.488 1.323
H13 2.632 3.190 0.988
H14 1.115 2.939 1.947

frontier orbital gap (alpha / beta)	6.8 / 6.3	eV
HOMO level (alpha / beta)	-11.29 / -12.04	eV
charge	+1
2S+1	5
expectation value of S²	6.025

- Look up the charge of the sixth one.
  +1